C51H44Cl2KN6O8PS2 as an isolated structure at a distorted geometry, computed with ωB97M-V with the def2-TZVPD basis set.

Geometry as XYZ:
```
115
Properties=species:S:1:pos:R:3:forces:R:3:lowdin_charge:R:1
K 0.127 -0.691 -0.894 -0.8885 1.3071 0.4320 0.699
O 1.464 -2.368 -0.122 0.7007 -1.4339 0.1857 -0.553
S 1.299 -3.010 1.184 0.1314 0.2080 0.1149 0.428
O 1.511 -4.445 1.178 0.1202 0.0013 0.0274 -0.336
O 0.080 -2.592 1.855 0.0485 -0.1300 0.0399 -0.321
C 2.667 -2.310 2.116 -0.0044 -0.0193 -0.0017 -0.228
C 2.971 -2.972 3.298 -0.0268 -0.0357 0.0951 -0.069
C 4.005 -2.549 4.114 -0.0061 -0.0242 0.0132 -0.096
C 4.755 -1.449 3.733 -0.0149 -0.0016 -0.0139 -0.094
C 4.458 -0.792 2.551 0.0121 0.0162 0.0238 -0.101
C 3.414 -1.194 1.715 -0.0113 0.1220 -0.0352 -0.263
P 3.135 -0.276 0.110 0.1487 -0.2238 0.0221 1.130
C 4.375 -1.222 -0.887 0.0299 -0.0298 -0.0122 -0.337
C 3.887 -1.938 -1.976 -0.0137 -0.0742 -0.0742 -0.085
C 4.742 -2.693 -2.773 -0.0040 -0.0147 -0.0157 -0.089
C 6.097 -2.742 -2.489 0.0368 -0.0023 0.0076 -0.113
C 6.596 -2.039 -1.397 0.0071 -0.0145 -0.0250 -0.103
C 5.738 -1.294 -0.604 0.0381 0.0202 0.0326 -0.101
C 4.065 1.288 0.381 -0.1111 0.0184 0.1759 -0.372
C 4.913 1.811 -0.594 0.0460 -0.0347 -0.0565 -0.121
C 5.432 3.095 -0.481 0.0190 0.0401 -0.0003 -0.119
C 5.107 3.884 0.612 0.0112 0.0273 -0.0059 -0.118
C 4.252 3.379 1.585 -0.0100 -0.0110 0.0167 -0.087
C 3.730 2.100 1.473 0.0214 0.0506 -0.0385 -0.106
H 2.379 -3.839 3.563 -0.0053 0.0013 -0.0094 0.109
H 4.223 -3.075 5.036 -0.0050 -0.0020 0.0000 0.091
H 5.572 -1.095 4.352 -0.0007 0.0044 0.0036 0.092
H 5.053 0.068 2.278 0.0221 0.0095 -0.0014 0.089
H 2.824 -1.937 -2.187 -0.0329 0.0311 0.0035 0.078
H 4.336 -3.254 -3.607 0.0072 -0.0001 -0.0033 0.101
H 6.764 -3.334 -3.106 0.0005 0.0032 -0.0028 0.088
H 7.653 -2.079 -1.160 0.0020 -0.0072 -0.0064 0.090
H 6.136 -0.756 0.249 -0.0082 -0.0012 0.0028 0.100
H 5.170 1.214 -1.462 -0.0056 0.0020 0.0258 0.101
H 6.090 3.475 -1.255 -0.0007 0.0114 0.0049 0.091
H 5.506 4.888 0.702 0.0045 0.0007 -0.0102 0.086
H 3.969 3.990 2.434 0.0104 0.0074 -0.0030 0.100
H 3.024 1.734 2.211 -0.0138 -0.0096 0.0020 0.093
O 0.792 1.352 3.712 0.0057 0.0304 -0.0372 -0.036
C 0.395 0.893 2.623 -0.1362 0.0365 -0.0333 -0.636
O 1.048 0.648 1.588 -0.0408 -0.0206 -0.0206 -0.154
C -1.123 0.620 2.522 0.1145 0.0555 -0.0309 -0.153
C -1.982 1.134 3.490 0.0281 -0.0141 0.0034 -0.009
C -3.343 0.922 3.369 -0.0042 -0.0111 -0.0341 -0.032
C -3.819 0.138 2.324 0.0032 0.0122 0.0461 -0.178
C -5.251 -0.094 2.073 -0.0001 -0.0023 -0.0223 -0.050
C -5.666 -1.090 1.286 -0.0203 0.0827 0.0448 -0.036
C -4.603 -2.011 0.773 0.0047 -0.0464 0.0831 -0.212
C -3.392 -1.200 0.293 -0.0721 0.0253 0.0244 -0.152
C -2.863 -0.373 1.427 -0.0420 -0.0951 -0.0024 -0.186
N -1.572 -0.089 1.483 -0.0604 -0.0483 0.1010 0.183
H -1.541 1.695 4.302 -0.0143 0.0033 0.0018 0.104
H -4.041 1.354 4.080 0.0017 0.0007 0.0063 0.104
H -5.958 0.592 2.530 -0.0115 -0.0044 0.0080 0.101
H -6.716 -1.233 1.062 -0.0026 -0.0405 -0.0054 0.101
H -4.244 -2.595 1.638 0.0040 -0.0118 -0.0399 0.170
H -3.722 -0.482 -0.470 0.0016 -0.0058 -0.0097 0.137
Cl 0.863 2.978 -0.491 0.0328 -0.0508 0.0195 0.658
C 1.754 3.018 -1.993 -0.0337 0.0946 -0.1971 -0.950
Cl 1.233 4.383 -3.063 0.0228 -0.0708 0.0725 0.458
H 1.555 2.104 -2.545 -0.0018 -0.0113 0.0051 -0.005
H 2.805 3.176 -1.782 0.0026 -0.0214 0.0072 0.005
C -2.519 2.308 -3.656 -0.3929 0.2391 -0.0858 0.006
C -2.582 2.620 -2.208 -0.0083 -0.2202 0.1218 -0.397
N -3.065 1.845 -1.259 0.0899 0.4244 -0.1001 0.123
C -2.914 2.571 -0.094 -0.0515 -0.2352 0.1441 -0.153
C -2.329 3.767 -0.345 -0.0237 0.1784 0.1834 -0.146
N -2.135 3.796 -1.700 -0.0215 -0.0119 -0.1756 0.080
H -1.746 1.590 -3.856 0.3890 -0.3720 -0.0891 0.037
H -2.326 3.212 -4.239 -0.0132 -0.0208 0.0204 0.080
H -3.469 1.879 -3.979 0.0533 0.0020 -0.0050 0.065
H -3.219 2.182 0.863 0.0084 -0.0191 0.0035 0.085
H -2.007 4.563 0.303 -0.0036 0.0022 0.0145 0.101
H -1.584 4.462 -2.210 0.0642 0.0533 -0.0232 0.109
C 3.628 0.295 -8.770 0.0495 -0.0006 -0.0390 -0.069
C 2.734 0.024 -7.591 -0.0247 -0.0056 0.0498 -0.292
C 3.227 -0.583 -6.442 0.0136 -0.0026 -0.0086 -0.043
C 2.403 -0.830 -5.353 0.0323 0.0100 0.0481 -0.037
C 1.068 -0.465 -5.397 0.0029 -0.0619 -0.0439 -0.246
C 0.558 0.137 -6.538 -0.0194 0.0051 0.0119 -0.053
C 1.387 0.379 -7.622 0.0059 0.0184 -0.0457 -0.056
S 0.018 -0.741 -3.977 0.0656 0.1606 -0.1631 0.411
O -1.331 -0.814 -4.505 -0.0158 0.0324 -0.0511 -0.335
O 0.513 -1.950 -3.341 0.0061 0.0778 -0.1435 -0.355
O 0.245 0.450 -3.139 -0.0556 0.1090 -0.5279 -0.455
H 4.626 -0.110 -8.601 0.0055 0.0051 -0.0091 0.066
H 3.731 1.367 -8.955 -0.0084 0.0102 0.0177 0.074
H 3.235 -0.154 -9.685 -0.0187 -0.0107 0.0073 0.072
H 4.271 -0.872 -6.393 0.0049 0.0040 -0.0090 0.106
H 2.796 -1.308 -4.465 -0.0264 -0.0071 -0.0028 0.090
H -0.492 0.401 -6.569 0.0003 -0.0088 0.0193 0.109
H 0.980 0.848 -8.512 0.0031 0.0039 -0.0041 0.105
C -3.344 -3.454 -0.608 0.0691 0.0128 -0.0299 -0.147
C -2.511 -2.260 -0.340 -0.1038 -0.0522 -0.1162 -0.126
N -2.863 -2.665 -1.750 0.0650 -0.0058 0.1693 0.064
C -4.028 -2.071 -2.307 -0.0411 0.0353 -0.0753 -0.015
C -5.163 -2.360 -1.658 0.1131 -0.0988 -0.0862 -0.180
C -4.803 -3.045 -0.351 -0.0019 -0.0072 -0.0049 -0.144
C -6.525 -2.245 -2.162 -0.1059 0.0639 -0.0824 -0.048
C -7.120 -1.218 -2.770 0.0156 -0.0914 0.1429 -0.054
C -6.619 0.169 -2.817 -0.0288 0.0615 -0.0820 -0.285
C -6.591 0.894 -4.007 0.0101 -0.0366 0.0085 -0.022
C -6.253 2.229 -3.921 0.0017 0.0031 0.0169 -0.162
N -5.950 2.821 -2.769 -0.0156 0.0309 -0.0596 0.083
C -5.958 2.027 -1.701 0.0076 0.0278 0.0912 -0.210
N -6.291 0.743 -1.660 -0.0315 0.0177 -0.0033 0.164
H -2.983 -4.471 -0.527 -0.0030 -0.0229 0.0480 0.145
H -1.470 -2.375 -0.079 -0.0871 0.0108 0.1300 0.087
H -3.904 -1.518 -3.229 -0.0197 -0.0034 -0.0058 0.128
H -5.472 -3.860 -0.066 0.0081 -0.0138 -0.0376 0.142
H -7.101 -3.168 -2.096 0.0010 -0.0092 0.0011 0.106
H -8.095 -1.378 -3.222 0.0006 0.0142 -0.0232 0.098
H -6.826 0.426 -4.954 -0.0136 0.0066 -0.0006 0.105
H -6.227 2.853 -4.810 0.0068 0.0104 0.0054 0.101
H -5.685 2.482 -0.756 0.0058 -0.0121 -0.0259 0.101
```
Positions in Å, forces in eV/Å.

Results
Energy relative to the best compared isomer or geometry (same formula, charge and spin) ... 32.6 kcal per mole
Molecular weight ... 1074.1 u
LUMO level ... 0.140 hartree
Total charge ... -2
Frontier orbital gap ... 0.2523 Ha
E_HOMO ... -3.07 eV
2S+1 ... 1

***

C50H42N6O4OsS3 as an isolated structure, computed with ωB97M-V with the def2-TZVPD basis set.

Geometry as XYZ:
```
106
Properties=species:S:1:pos:R:3:forces:R:3:lowdin_charge:R:1
Os 0.482 -0.957 0.150 -0.0185 -0.5641 0.3119 1.297
O 0.733 -7.117 -3.272 -0.2573 -0.1269 0.0509 -0.007
C 1.297 -6.757 -2.233 0.5571 0.3444 -0.4812 -0.730
O 2.173 -7.293 -1.528 -0.1178 -0.1101 0.2652 -0.020
C 0.980 -5.342 -1.755 -0.2043 -0.1051 0.1729 -0.096
C 0.085 -5.135 -0.706 0.0120 0.0466 0.0391 0.009
C -0.086 -3.875 -0.180 -0.0103 0.0578 -0.0189 -0.097
N 0.594 -2.825 -0.653 0.0847 0.1947 0.0669 -0.087
C 1.417 -2.993 -1.700 0.0368 0.1592 0.0266 -0.169
C 1.621 -4.222 -2.280 0.0237 0.0273 -0.1068 0.067
C 2.125 -1.721 -2.090 0.0316 -0.0314 0.0288 -0.585
O 2.685 -1.578 -3.161 0.0229 -0.0598 -0.0256 0.060
O 2.072 -0.821 -1.153 -0.1343 0.0000 0.0384 -0.198
H -0.453 -5.971 -0.278 -0.0092 0.0005 0.0105 0.127
H -0.756 -3.669 0.644 0.0141 0.0037 0.0271 0.115
H 2.301 -4.300 -3.118 0.0022 0.0043 -0.0045 0.143
N -1.033 -0.267 1.327 -0.0371 0.2459 -0.0498 -0.393
S -0.988 1.018 2.016 -0.0441 -0.0140 -0.1807 0.762
N -0.846 2.469 1.249 0.0151 0.0075 0.1844 -0.374
S -0.566 2.695 -0.251 -0.0653 -0.0461 -0.1344 0.872
N -1.530 2.203 -1.340 0.0663 0.0491 -0.0243 -0.363
S -1.567 0.667 -1.992 -0.0975 -0.0046 0.1253 0.776
N -0.705 -0.405 -1.548 0.0609 0.0968 -0.2444 -0.357
C -1.354 1.055 -3.722 0.0880 -0.0445 0.0435 -0.330
C -0.302 0.416 -4.357 -0.0303 0.0107 -0.0314 -0.051
C -0.063 0.702 -5.695 0.0076 -0.0069 -0.0063 -0.048
C -0.871 1.606 -6.368 0.0018 -0.0100 0.0012 -0.067
C -1.930 2.230 -5.715 -0.0206 -0.0014 0.0077 -0.070
C -2.179 1.956 -4.381 -0.0297 0.0255 0.0073 -0.074
C -3.320 0.368 -1.844 -0.0029 0.0150 0.0407 -0.305
C -3.870 -0.569 -2.707 0.0161 -0.0332 0.0096 -0.055
C -5.183 -0.968 -2.519 0.0067 -0.0041 -0.0144 -0.060
C -5.925 -0.443 -1.470 -0.0062 0.0106 0.0083 -0.070
C -5.358 0.482 -0.604 -0.0064 0.0112 -0.0090 -0.065
C -4.048 0.897 -0.789 0.0109 -0.0240 -0.0099 -0.062
C 1.121 2.326 -0.627 -0.0179 -0.0343 -0.0754 -0.330
C 1.509 2.345 -1.962 -0.0073 -0.0250 0.0363 -0.055
C 2.830 2.085 -2.269 0.0220 -0.0051 -0.0098 -0.040
C 3.742 1.821 -1.254 -0.0089 -0.0212 -0.0168 -0.042
C 3.345 1.828 0.072 -0.0516 -0.0311 -0.0080 -0.048
C 2.021 2.084 0.400 0.0134 0.0315 0.0779 -0.075
C -0.661 4.461 -0.379 -0.0213 -0.0019 0.0319 -0.288
C -1.305 5.037 -1.460 0.0571 -0.0139 0.0142 -0.047
C -1.320 6.422 -1.557 0.0023 0.0016 0.0041 -0.057
C -0.693 7.195 -0.592 -0.0108 0.0027 0.0068 -0.063
C -0.047 6.596 0.484 -0.0132 0.0078 -0.0145 -0.059
C -0.027 5.217 0.599 -0.0049 -0.0209 -0.0208 -0.055
C 0.252 1.222 3.280 0.0959 -0.1202 -0.0198 -0.255
C 1.219 0.246 3.588 0.0583 0.1254 -0.0067 -0.208
C 2.027 0.529 4.716 -0.0311 0.0196 -0.0192 -0.015
C 1.908 1.675 5.458 -0.0085 0.0308 0.0110 -0.066
C 0.973 2.649 5.105 0.0337 -0.0159 -0.0005 -0.076
C 0.165 2.408 4.023 -0.0271 -0.0138 0.0201 -0.088
C -2.543 1.288 2.847 0.0430 -0.0161 0.0566 -0.306
C -3.165 0.140 3.318 0.0173 0.0129 0.0040 -0.054
C -4.402 0.250 3.933 0.0044 -0.0117 0.0003 -0.060
C -5.001 1.494 4.073 0.0039 0.0094 0.0067 -0.070
C -4.370 2.634 3.594 -0.0082 -0.0099 0.0168 -0.067
C -3.132 2.538 2.977 -0.0015 -0.0184 -0.0795 -0.078
H 0.315 -0.291 -3.814 0.0104 0.0082 0.0464 0.103
H 0.752 0.205 -6.204 0.0051 0.0116 -0.0043 0.117
H -0.686 1.820 -7.412 0.0034 0.0006 -0.0096 0.107
H -2.566 2.921 -6.251 0.0013 0.0134 -0.0001 0.106
H -3.007 2.423 -3.862 0.0053 0.0036 0.0101 0.116
H -3.273 -0.993 -3.505 0.0016 -0.0026 -0.0111 0.124
H -5.622 -1.698 -3.186 -0.0040 0.0003 -0.0081 0.111
H -6.950 -0.759 -1.326 -0.0054 -0.0119 0.0089 0.107
H -5.936 0.883 0.219 -0.0035 0.0072 0.0052 0.106
H -3.597 1.616 -0.120 0.0030 0.0136 0.0060 0.093
H 0.788 2.544 -2.743 -0.0248 -0.0166 -0.0429 0.110
H 3.145 2.058 -3.303 0.0002 -0.0117 -0.0009 0.120
H 4.766 1.583 -1.506 0.0062 0.0070 -0.0039 0.119
H 4.053 1.601 0.857 0.0080 0.0152 0.0050 0.117
H 1.702 2.102 1.434 0.0155 -0.0129 -0.0598 0.092
H -1.779 4.409 -2.201 -0.0130 -0.0046 -0.0083 0.101
H -1.820 6.892 -2.392 -0.0045 0.0046 -0.0037 0.111
H -0.706 8.273 -0.676 0.0026 0.0050 -0.0037 0.110
H 0.443 7.204 1.231 0.0019 0.0027 0.0048 0.111
H 0.471 4.732 1.428 -0.0005 -0.0032 0.0068 0.112
H 2.168 -1.494 3.561 -0.0158 0.0186 -0.0086 0.118
H 2.783 -0.199 4.987 0.0085 -0.0014 0.0006 0.120
H 2.559 1.825 6.309 0.0025 -0.0012 0.0046 0.111
H 0.877 3.563 5.673 0.0000 0.0137 0.0031 0.106
H -0.578 3.140 3.739 -0.0172 0.0090 -0.0101 0.098
H -2.689 -0.821 3.173 -0.0087 -0.0183 0.0044 0.113
H -4.900 -0.639 4.295 -0.0003 -0.0035 0.0076 0.111
H -5.967 1.576 4.554 -0.0069 -0.0019 -0.0038 0.108
H -4.846 3.601 3.692 0.0023 0.0049 0.0035 0.108
H -2.648 3.414 2.569 0.0163 0.0040 0.0098 0.101
C 4.945 -4.749 2.545 -0.0105 -0.0074 -0.0017 -0.058
C 3.856 -4.835 1.466 0.0634 0.0005 0.0694 -0.598
C 4.499 -4.880 0.073 0.0063 -0.0203 0.0067 -0.028
C 3.007 -6.098 1.673 -0.0036 0.0177 -0.0184 -0.033
C 2.999 -3.645 1.576 -0.0693 0.0041 -0.0973 0.046
C 2.299 -2.665 1.653 -0.0580 -0.0474 0.0015 -0.019
H 5.584 -5.631 2.489 0.0053 -0.0076 -0.0065 0.083
H 4.502 -4.707 3.542 0.0006 -0.0002 0.0026 0.081
H 5.566 -3.863 2.403 -0.0036 0.0102 0.0021 0.083
H 5.200 -5.715 0.030 0.0068 -0.0085 0.0024 0.092
H 5.040 -3.956 -0.138 -0.0053 0.0025 -0.0148 0.089
H 3.745 -5.050 -0.693 -0.0048 0.0189 -0.0147 0.068
H 3.665 -6.969 1.686 -0.0010 -0.0096 -0.0071 0.092
H 2.308 -6.239 0.848 0.0030 -0.0091 0.0169 0.064
H 2.466 -6.055 2.620 -0.0057 -0.0020 0.0043 0.085
N 1.537 -0.959 2.979 -0.1915 -0.1373 0.0817 0.041
C 1.453 -1.504 1.683 0.1732 0.1352 -0.1155 -0.373
```
Positions in Å, forces in eV/Å.

Results
Molecular weight ... 1077.4 u
LUMO level ... -0.024 hartree
Frontier orbital gap ... 0.2301 Ha
E_HOMO ... -6.92 eV
2S+1 ... 1

***

> Look up the LUMO level of the first one.

0.140 hartree